{"formula": "C45H68N4OP", "method": "ωB97M-V/def2-TZVPD", "homo_energy_ev": -9.8, "lumo_ev": -1.703, "charge": 1, "molar_mass_g_mol": 712.04, "homo_lumo_gap_ha": 0.2986, "species": ["H", "H", "C", "H", "C", "C", "H", "C", "H", "C", "H", "H", "C", "H", "H", "C", "H", "C", "C", "H", "C", "H", "H", "C", "H", "C", "H", "H", "C", "C", "H", "C", "H", "H", "C", "H", "H", "C", "C", "C", "C", "H", "H", "H", "H", "C", "H", "H", "C", "H", "H", "H", "P", "H", "N", "N", "C", "N", "H", "H", "C", "H", "H", "H", "H", "H", "H", "C", "H", "C", "C", "H", "H", "C", "C", "H", "C", "H", "C", "N", "C", "H", "C", "H", "C", "H", "H", "H", "O", "H", "H", "C", "C", "C", "H", "H", "H", "H", "H", "C", "H", "H", "H", "C", "H", "H", "H", "H", "H", "C", "C", "C", "C", "C", "H", "H", "H", "H", "C"], "xyz": [[-0.6335, -0.0109, -4.9852], [3.2476, -3.1106, 5.1306], [-3.4298, 1.8624, -8.0587], [-6.7554, -2.5330, -7.4971], [-4.3313, -0.4178, -2.3143], [4.4354, 0.6239, 6.2318], [0.4914, 2.7772, 6.3130], [-6.2436, 0.0328, -3.7185], [0.7694, 0.9294, 4.9375], [1.3943, 0.6254, 0.6125], [4.5462, 1.6759, 6.5134], [0.7460, 4.0781, 8.4713], [1.7047, 3.5908, 8.6277], [0.7710, -1.4980, -1.8597], [-0.9472, -2.7472, -3.0627], [-2.4221, 0.9599, -5.4471], [2.6825, 1.7366, 8.1597], [2.1791, -2.6723, -4.5398], [0.4028, -1.0883, -2.8140], [-0.5860, 0.5985, -1.0181], [1.1633, -2.6385, 5.2198], [-4.0936, -0.0104, -0.2192], [2.8515, -1.8863, 6.3252], [1.4915, 0.9563, 5.7604], [4.3951, 1.4148, 3.1800], [1.4705, 2.3201, 6.4653], [-4.5937, 0.3673, -7.0315], [6.9939, 1.4183, 6.8656], [-3.3072, 2.8191, -6.8766], [1.1714, 2.3601, 2.7486], [-4.7367, -3.8436, -6.9815], [-3.6456, 0.4336, -7.5694], [-1.2256, 2.4074, -6.4994], [0.9438, 1.5946, 8.4188], [-3.9471, -1.4247, -3.1594], [-2.6905, -1.0095, -6.2847], [-3.6944, 2.0957, -1.3569], [-4.6907, -1.7436, -4.3136], [-6.5917, -1.2980, -5.7730], [1.7204, 2.2166, 7.9693], [-2.5131, 0.0075, -6.6400], [-2.5175, 1.9081, -8.6575], [-7.4803, -0.7235, -5.9925], [-4.2622, 2.1652, -8.6952], [-4.2460, 2.8253, -6.3173], [0.9879, -3.3083, -3.8293], [0.5210, -1.7621, 5.3296], [3.3283, 0.1574, 1.3745], [0.1292, 2.2497, 1.8524], [7.6560, -0.2614, 8.6067], [-3.4193, -3.3533, -4.9583], [1.4855, -0.0344, -0.2355], [3.0923, 0.5350, 4.9978], [1.2300, 0.1637, 6.4660], [-1.3775, 0.5066, -4.5489], [-0.7833, 1.1992, -0.1573], [1.6077, -0.4524, -3.5249], [-0.5896, -0.1173, -2.4142], [-2.0811, 3.0797, -5.1139], [1.3106, -0.0445, -4.4932], [2.9987, -1.1404, 4.2874], [-3.6979, -0.2496, -8.4184], [6.6179, -1.4570, 7.8393], [-0.7606, 2.8434, 1.9758], [1.8729, -2.3314, -5.5317], [3.5159, 2.7007, 4.0322], [2.9693, -3.4133, -4.6729], [0.2182, 1.3672, 0.7712], [-3.1241, 3.8333, -7.2348], [-4.3044, -2.7776, -5.1922], [3.4343, 1.6908, 3.6216], [0.6082, -4.1463, -4.4171], [2.2109, 2.9922, 6.0230], [2.4256, 0.7349, 1.5203], [2.7080, -1.4879, -3.7360], [3.9744, -1.3331, 3.8318], [6.9143, 0.3451, 6.6813], [-5.8178, 1.0905, -1.9265], [-2.1714, 2.3865, -5.9535], [-2.2050, 1.4871, -2.6281], [-1.3647, 0.5568, -3.1899], [3.5505, -1.0288, -4.2570], [2.3258, 1.5972, 2.6080], [-7.1403, 0.5961, -3.9340], [-2.8807, 1.3642, -1.3464], [1.9768, 0.3808, -2.9216], [-3.0549, -1.9955, -2.9470], [1.4204, -4.5577, 6.1792], [-2.4958, 2.4002, 0.7733], [1.3115, -3.6997, -2.8617], [5.9190, -0.0123, 8.5817], [2.6328, -2.2270, 5.3089], [5.7646, 0.0775, 5.7066], [-3.4902, -0.0393, -1.1286], [0.9724, -3.0628, 4.2324], [-2.6839, -0.7617, -0.9974], [5.6822, -0.9995, 5.5470], [2.2632, -1.1063, 3.4780], [0.9667, -3.2604, 7.2838], [-0.1259, -2.2863, -3.6162], [2.4839, 4.2268, 8.2135], [-3.3827, 0.9226, -4.9158], [1.0929, 3.0672, 3.5622], [0.8079, -3.6662, 6.2871], [7.8421, 0.0239, 6.2055], [4.1187, 0.0666, 7.1163], [-1.5670, 0.0241, -7.1877], [-0.2349, -3.9566, 6.1992], [1.8705, 3.5001, 9.6973], [6.7602, -0.3916, 8.0066], [-5.8578, -0.9925, -4.6084], [-6.1889, -2.3033, -6.6072], [-5.0372, -3.0501, -6.3135], [-5.5045, 0.3094, -2.6044], [-2.7564, 1.9798, -3.3113], [-0.5143, -1.9722, -4.5863], [3.0672, -1.8412, -2.7661], [6.0038, 0.5463, 4.7490], [-2.0252, 1.7341, -0.1265]], "forces_ev_per_angstrom": [[-0.1, 0.0, 0.1], [0.1, 0.1, 0.1], [-0.3, 0.0, 0.2], [-0.1, 0.0, -0.1], [0.2, -0.3, 0.0], [-0.3, -0.2, -0.3], [0.0, 0.0, -0.1], [0.0, 0.2, 0.1], [0.1, -0.1, 0.1], [-0.1, 0.0, 0.0], [-0.1, 0.0, 0.0], [-0.1, 0.1, 0.0], [0.0, -0.3, 0.0], [0.1, -0.1, -0.2], [-0.1, 0.0, -0.1], [0.1, 0.2, -0.3], [0.0, -0.1, 0.0], [0.1, -0.1, 0.3], [-0.1, 0.0, -0.3], [0.1, 0.1, 0.1], [0.2, -0.1, 0.3], [0.0, 0.0, 0.1], [0.1, -0.1, 0.1], [0.2, 0.0, -0.3], [0.0, 0.0, 0.1], [0.1, -0.1, 0.2], [-0.1, -0.1, 0.0], [0.1, 0.1, -0.1], [0.3, 0.0, -0.2], [0.2, -0.2, -0.1], [0.0, -0.1, 0.0], [0.3, 0.1, -0.2], [0.1, 0.0, 0.0], [0.0, -0.1, 0.0], [0.0, 0.2, 0.2], [0.1, 0.0, 0.0], [0.2, -0.1, 0.0], [-0.3, 0.2, -0.1], [-0.1, -0.1, -0.2], [0.0, 0.3, -0.1], [-0.3, 0.0, 0.2], [0.0, 0.0, -0.1], [-0.1, 0.0, 0.0], [0.0, 0.0, -0.1], [-0.1, 0.1, 0.0], [-0.1, 0.1, -0.3], [0.0, 0.0, -0.1], [0.1, -0.1, 0.0], [-0.2, 0.1, 0.0], [0.0, 0.0, 0.1], [0.1, -0.1, 0.0], [0.0, -0.1, -0.1], [-0.1, -0.1, 0.0], [0.0, -0.1, -0.1], [0.3, -0.2, 0.0], [0.1, 0.0, -0.1], [0.1, -0.2, 0.4], [-0.1, -0.1, 0.2], [0.1, 0.0, 0.0], [0.0, 0.1, -0.1], [0.2, 0.3, 0.1], [-0.1, -0.1, 0.0], [0.0, -0.1, 0.0], [0.0, 0.0, 0.0], [0.0, 0.0, -0.1], [0.1, -0.1, 0.0], [0.0, 0.0, -0.1], [0.1, 0.1, 0.3], [-0.1, 0.0, 0.1], [-0.1, -0.1, -0.1], [-0.1, -0.2, 0.2], [0.0, -0.1, 0.1], [-0.1, 0.1, 0.0], [0.0, 0.1, 0.1], [-0.1, 0.1, -0.3], [0.0, 0.1, 0.0], [-0.1, -0.2, 0.0], [-0.1, 0.1, 0.1], [-0.4, -0.1, 0.1], [-0.3, 0.4, -0.4], [0.3, -0.1, -0.2], [0.1, 0.0, 0.1], [0.0, 0.1, 0.0], [-0.1, 0.1, 0.0], [-0.1, -0.3, 0.3], [0.0, 0.1, 0.0], [0.1, 0.0, 0.0], [0.1, -0.1, 0.0], [-0.2, 0.2, 0.2], [0.0, -0.1, 0.0], [-0.1, 0.0, 0.1], [-0.2, 0.0, -0.1], [0.1, 0.2, 0.1], [0.0, 0.1, -0.1], [0.0, 0.1, -0.1], [-0.1, 0.0, 0.1], [0.0, 0.0, -0.1], [0.1, 0.1, 0.0], [0.0, 0.0, 0.1], [0.1, -0.1, 0.4], [0.1, 0.1, 0.0], [0.0, 0.0, 0.0], [0.0, 0.1, 0.1], [0.0, 0.2, -0.2], [0.0, 0.1, 0.0], [-0.1, 0.1, 0.0], [0.1, 0.0, 0.0], [-0.1, -0.1, 0.1], [0.0, 0.1, 0.1], [0.1, 0.2, -0.2], [0.3, -0.2, 0.0], [-0.2, 0.2, 0.0], [0.3, -0.1, 0.1], [-0.2, 0.0, -0.2], [0.0, 0.1, 0.1], [-0.1, 0.0, 0.0], [0.1, 0.0, 0.1], [0.0, -0.1, -0.1], [-0.2, 0.0, -0.3]], "nbo_charge": [0.40, 0.23, -0.40, 0.22, -0.03, -0.75, 0.23, -0.20, 0.28, -0.18, 0.26, 0.21, -0.60, 0.18, 0.21, -0.05, 0.19, -0.40, -0.04, 0.44, -0.39, 0.23, 0.20, -0.75, 0.26, -0.40, 0.20, 0.20, -0.40, -0.21, 0.22, -0.40, 0.20, 0.21, -0.15, 0.23, 0.23, -0.09, -0.20, -0.39, -0.40, 0.19, 0.21, 0.21, 0.19, -0.40, 0.19, 0.21, -0.23, 0.23, 0.21, 0.21, 1.62, 0.26, -0.63, -0.66, -0.41, -0.65, 0.20, 0.19, -0.75, 0.22, 0.21, 0.27, 0.19, 0.26, 0.21, 0.18, 0.22, -0.20, -0.74, 0.21, 0.20, -0.23, -0.40, 0.26, -0.39, 0.21, -0.40, -0.62, 0.67, 0.21, -0.10, 0.22, -0.12, 0.21, 0.20, 0.21, -0.62, 0.19, 0.20, -0.40, -0.40, -0.43, 0.21, 0.23, 0.21, 0.28, 0.20, -0.40, 0.20, 0.20, 0.21, -0.60, 0.22, 0.26, 0.19, 0.22, 0.22, -0.61, 0.00, -0.21, -0.21, -0.22, 0.40, 0.19, 0.19, 0.21, 0.69]}